# 1
A single C6H4BrFN2 molecule at a distorted geometry. Source: the OMol25 dataset; level of theory: ωB97M-V/def2-TZVPD.

```
14
Properties=species:S:1:pos:R:3:forces:R:3:mulliken_charge:R:1
N 0.496 0.262 -3.323 -0.15 0.10 -0.61 -0.3989
C 0.773 0.111 -2.225 0.41 0.07 -0.05 0.0117
C 1.010 -0.120 -0.817 -3.31 -2.21 1.63 1.0203
F 2.023 -1.013 -0.608 0.05 0.26 -0.16 -0.2934
C -0.529 -1.009 -0.333 2.73 1.40 -1.01 -0.9991
C -0.992 -0.459 0.940 -0.37 0.19 0.64 0.3494
Br -2.343 -1.493 1.831 0.36 0.33 -0.22 -0.1312
C -0.564 0.692 1.472 -0.59 -0.68 0.09 -0.3801
C 0.532 1.425 0.879 0.18 -0.22 -0.41 -0.1098
N 1.242 1.061 -0.107 0.86 0.71 -0.26 -0.6119
H -0.256 -2.061 -0.296 -0.03 -0.01 0.05 0.4118
H -1.235 -0.831 -1.143 -0.06 -0.03 0.07 0.3745
H -0.976 1.072 2.392 -0.08 -0.02 0.09 0.3748
H 0.821 2.362 1.338 0.00 0.12 0.16 0.3820
```
Positions in Å, forces in eV/Å.

Kohn-Sham gap, eV: 9.4
Calculated total energy, Eh: -3014.35770
SMILES string: N#C[C@]1(F)CC(Br)=CC=N1
Energy relative to the best compared isomer or geometry (same formula, charge and spin), kcal/mol: 0.00
HOMO, Eh: -0.371
Spin multiplicity: 1

# 2
A single C6H4ClF molecule at a distorted geometry. Source: the OMol25 dataset; level of theory: ωB97M-V/def2-TZVPD.

```
12
Properties=species:S:1:pos:R:3:forces:R:3:mulliken_charge:R:1
C -1.794 0.825 -0.559 -0.61 -1.79 -2.66 -0.6453
C -0.593 0.159 -0.344 -1.51 2.73 0.11 0.7934
C -0.405 -1.217 0.107 2.07 1.63 0.52 -0.9402
C 0.836 -1.218 0.639 1.42 -0.97 -0.22 0.5442
F 1.441 -2.156 1.410 -0.71 0.32 -0.71 -0.2737
C 1.643 -0.033 0.284 -5.38 2.41 -1.28 0.3286
Cl 3.173 0.433 0.466 3.43 -0.06 0.91 -0.2016
C 0.721 0.895 -0.200 -0.56 0.00 0.69 -0.7731
H -2.764 0.207 -1.040 2.58 1.55 2.09 0.2021
H -1.890 1.941 -0.750 0.51 -1.58 0.45 0.2737
H -1.152 -1.900 0.282 -1.49 -1.48 0.21 0.4594
H 0.783 2.064 -0.296 0.26 -2.76 -0.13 0.2324
```
Positions in Å, forces in eV/Å.

Kohn-Sham gap, eV: 8.2
Calculated total energy, Eh: -790.97728
SMILES string: C=C1C=C(F)C(Cl)=C1
Energy relative to the best compared isomer or geometry (same formula, charge and spin), kcal/mol: 74.81
HOMO, Eh: -0.320
Spin multiplicity: 1

# 3
A single C6H4ClF3O2 molecule at a distorted geometry. Source: the OMol25 dataset; level of theory: ωB97M-V/def2-TZVPD.

```
16
Properties=species:S:1:pos:R:3:forces:R:3:mulliken_charge:R:1
C 0.170 -3.186 -0.900 1.37 -2.63 1.02 -0.6580
O -0.122 -1.810 -0.734 -0.33 -0.43 -0.55 -0.2799
C 0.775 -0.974 -0.222 1.62 0.94 0.62 0.5451
O 1.947 -1.190 0.018 -1.32 -0.24 -0.49 -0.5396
C 0.097 0.342 0.082 1.54 -2.08 -1.07 -0.6125
C 0.568 1.531 -0.203 -0.77 2.86 0.70 0.6527
F 1.688 1.917 -0.819 -0.26 -0.86 0.02 -0.2464
C -0.279 2.726 0.248 1.04 -2.98 -0.15 0.3436
F -0.350 3.760 -0.543 -0.35 0.59 -0.42 -0.2568
C -1.076 2.482 1.272 -1.24 1.48 3.13 0.2184
F -0.784 1.580 2.292 -0.71 1.26 -1.83 -0.2183
Cl -2.438 3.543 1.741 1.40 -1.03 -0.50 -0.1619
H 1.295 -3.490 -1.077 -2.15 1.09 0.89 0.2801
H -0.347 -3.676 -1.710 -0.37 0.96 -0.93 0.2772
H -0.336 -3.766 -0.056 1.33 0.90 -0.44 0.2620
H -0.810 0.214 0.610 -0.80 0.17 0.00 0.3944
```
Positions in Å, forces in eV/Å.

Kohn-Sham gap, eV: 9.7
Calculated total energy, Eh: -1141.20444
SMILES string: COC(=O)/C=C(F)/C(F)=C(\F)Cl
Energy relative to the best compared isomer or geometry (same formula, charge and spin), kcal/mol: 16.68
HOMO, Eh: -0.358
Spin multiplicity: 1

# 4
A molecular structure, C6H4F7IN2 at a distorted geometry. Source: the OMol25 dataset; level of theory: ωB97M-V/def2-TZVPD.

```
20
Properties=species:S:1:pos:R:3:forces:R:3:mulliken_charge:R:1
F 0.510 3.628 0.905 0.00 -0.21 0.11 -0.2459
C -0.038 2.617 1.579 -0.46 0.31 0.44 0.6689
F -0.953 3.123 2.416 0.18 -0.07 -0.14 -0.2450
F 0.881 1.988 2.318 0.10 0.22 -0.41 -0.2426
C -0.748 1.603 0.645 0.10 -0.43 0.38 0.6363
F -0.999 0.517 1.412 0.09 -0.02 0.03 -0.2982
F -1.935 2.090 0.267 0.17 0.21 -0.21 -0.2809
C 0.090 1.141 -0.606 -0.65 0.06 -0.04 0.9224
F -0.488 1.703 -1.688 0.22 0.15 -0.08 -0.2610
F 1.358 1.600 -0.485 0.11 -0.02 0.00 -0.3264
C 0.117 -0.331 -0.784 0.64 1.01 0.40 -0.1690
C -0.745 -1.144 -1.378 -0.76 -0.29 -0.43 -0.5504
N -0.286 -2.422 -1.205 0.17 0.77 -1.18 -0.1209
C 0.871 -2.404 -0.521 0.64 1.48 -0.60 -0.4223
N 1.128 -1.113 -0.281 0.11 -0.14 0.32 0.0648
H -1.656 -0.881 -1.873 -0.21 -0.19 -0.14 0.4474
H -0.765 -3.243 -1.526 0.12 -0.39 0.27 0.2528
H 1.529 -3.192 -0.203 0.54 0.42 -1.17 0.5335
H 1.932 -0.790 0.223 0.14 0.07 0.03 0.2326
I 0.195 -4.491 0.785 -1.25 -2.94 2.43 -0.5960
```
Positions in Å, forces in eV/Å.

Kohn-Sham gap, eV: 7.6
Calculated total energy, Eh: -1337.28041
HOMO, Eh: -0.272
Spin multiplicity: 1

# 5
2 unconnected molecules or ions with the total composition C6H4INS at a distorted geometry. Source: the OMol25 dataset; level of theory: ωB97M-V/def2-TZVPD.

```
13
Properties=species:S:1:pos:R:3:forces:R:3:mulliken_charge:R:1
C -1.660 1.279 -0.650 -0.65 0.23 -0.37 0.3285
C -1.547 -0.638 0.942 1.93 0.52 -1.67 -0.1272
C -0.934 1.792 -1.703 0.91 0.78 -0.20 -0.2566
C -0.240 -1.072 0.681 1.34 -2.83 1.71 -0.4844
C -1.995 0.460 0.207 1.08 0.01 -0.03 -0.2347
C 1.224 0.552 -1.232 -1.03 0.90 0.52 0.0412
N 0.321 1.242 -1.605 -0.88 1.01 -1.04 -0.0739
S 1.000 -1.122 -0.610 -1.33 -0.52 1.06 -0.0697
I 3.880 -1.315 2.171 1.13 -0.56 1.43 -0.0450
H 2.974 -0.840 1.030 -1.06 0.55 -1.35 0.0308
H -2.087 -1.128 1.700 -0.53 -0.34 0.90 0.4138
H -1.198 2.628 -2.450 0.57 -1.93 1.19 0.3173
H 0.262 -1.838 1.519 -1.49 2.18 -2.14 0.1599
```
Positions in Å, forces in eV/Å.

Kohn-Sham gap (alpha / beta), eV: 6.9 / 6.9
Calculated total energy, Eh: -981.41888
Energy relative to the best compared isomer or geometry (same formula, charge and spin), kcal/mol: 85.20
HOMO (alpha / beta), Eh: -0.297 / -0.297
Spin multiplicity: 1

# 6
A molecular structure, C6H4LiO9P at a distorted geometry. Source: the OMol25 dataset; level of theory: ωB97M-V/def2-TZVPD.

```
21
Properties=species:S:1:pos:R:3:forces:R:3:mulliken_charge:R:1
Li -1.419 -0.479 -0.705 0.08 -0.50 0.10 0.8371
C 2.172 1.055 0.224 -2.86 -1.85 -0.46 -0.7502
C 1.042 0.194 -0.024 -0.47 0.15 0.18 0.5936
C 0.444 -0.651 1.230 1.23 0.65 -0.69 0.8245
O -0.646 -1.196 1.092 -1.24 -0.16 -0.63 -0.8540
C 1.224 -0.721 2.384 -0.36 -0.11 -1.73 -0.7265
C 2.389 0.019 2.475 0.28 -0.91 4.43 0.2706
C 2.797 1.011 1.452 3.06 3.16 -2.22 0.4291
O 3.782 1.862 1.533 -1.00 -1.55 1.79 -0.8313
O 2.981 -0.101 3.609 0.91 0.81 -1.35 -0.8109
O 0.412 0.083 -1.101 0.74 0.33 1.29 -0.6871
H 2.373 1.831 -0.500 0.39 -0.09 -0.05 0.3382
H 0.978 -1.454 3.138 -0.04 0.19 0.27 0.3285
P -2.063 -1.326 -2.916 -3.31 -2.67 -0.63 0.8522
O -2.205 -2.015 -1.533 0.19 -0.13 -1.10 -0.8595
O -0.743 -1.615 -3.661 -0.04 -0.42 -0.41 -0.5438
O -1.934 0.133 -2.630 0.37 3.65 0.48 -0.6129
O -3.355 -1.486 -3.833 1.97 -0.36 0.89 -0.8057
O -2.623 1.254 -0.004 -0.19 0.11 0.30 -0.5141
H -2.972 1.893 0.618 0.10 -0.03 0.29 0.2069
H -2.633 1.709 -0.846 0.19 -0.26 -0.74 0.3151
```
Positions in Å, forces in eV/Å.

Kohn-Sham gap (alpha / beta), eV: 5.0 / 5.0
Expectation value of S²: 0.764
Calculated total energy, Eh: -1257.10759
HOMO (alpha / beta), Eh: 0.072 / 0.072
Net charge: -3
Spin multiplicity: 2

# 7
2 unconnected molecules or ions with the total composition C6H4N2 at a distorted geometry. Source: the OMol25 dataset; level of theory: ωB97M-V/def2-TZVPD.

```
12
Properties=species:S:1:pos:R:3:forces:R:3:mulliken_charge:R:1
C 0.958 -0.060 -2.574 0.05 0.48 0.75 0.0432
C -0.019 -0.245 -1.899 1.42 0.34 -1.76 -0.1552
C -1.232 -0.295 -1.323 -0.09 -0.44 0.18 0.1948
N -2.188 -0.377 -0.715 -1.80 -0.05 0.69 -0.4355
H 1.870 0.350 -2.938 0.11 -0.38 -0.36 0.4028
C -0.116 -0.892 1.679 3.05 -1.83 -1.14 -0.6720
C 0.434 0.121 1.057 -0.32 1.19 -0.52 -0.4238
C -0.108 1.417 1.101 -0.69 2.06 1.45 0.4586
N -0.443 2.506 1.290 0.01 -0.48 -0.49 -0.4288
H -0.796 -0.878 2.444 -2.05 0.45 1.26 0.3247
H 0.390 -1.842 1.509 -0.29 -0.06 0.18 0.2521
H 1.250 0.195 0.370 0.60 -1.28 -0.23 0.4391
```
Positions in Å, forces in eV/Å.

Kohn-Sham gap, eV: 10.3
Calculated total energy, Eh: -340.39061
SMILES string: C#CC#N.C=CC#N
Energy relative to the best compared isomer or geometry (same formula, charge and spin), kcal/mol: 81.01
HOMO, Eh: -0.385
Spin multiplicity: 1

# 8
A single C6H4N3OP molecule at a distorted geometry. Source: the OMol25 dataset; level of theory: ωB97M-V/def2-TZVPD.

```
15
Properties=species:S:1:pos:R:3:forces:R:3:mulliken_charge:R:1
C -0.300 -0.890 0.006 1.38 1.77 -0.01 0.3572
C -2.654 -1.416 -0.225 1.94 -1.99 -0.18 0.1139
C 1.042 -1.375 0.134 -1.30 -1.19 -0.40 -0.4054
C 2.133 -0.540 0.166 0.82 1.55 -0.96 -0.2970
C 1.892 0.856 -0.015 -0.65 -1.35 0.06 -0.3993
C 0.649 1.380 -0.201 -0.98 0.54 -0.69 -0.1408
N -1.465 -1.614 -0.118 -0.20 1.23 0.32 -0.1838
N -1.675 1.036 -0.395 2.12 -0.18 -0.07 -1.0316
N -0.482 0.560 -0.142 -0.66 -1.35 -0.33 0.8404
O -3.491 0.757 1.404 0.03 -0.22 1.01 -0.4999
P -3.204 0.565 -0.023 -1.60 1.73 -0.65 0.2633
H 1.150 -2.480 0.077 -0.06 0.96 0.28 0.3627
H 3.228 -0.796 0.039 -1.69 -0.42 0.65 0.2971
H 2.705 1.518 -0.126 0.83 0.60 -0.01 0.3821
H 0.471 2.439 -0.582 0.01 -1.69 0.98 0.3410
```
Positions in Å, forces in eV/Å.

Kohn-Sham gap (alpha / beta), eV: 7.3 / 7.3
Calculated total energy, Eh: -811.76322
HOMO (alpha / beta), Eh: -0.309 / -0.309
Spin multiplicity: 1